# C35H84N6O5P2S2

3 unconnected molecules or ions with the total composition C35H84N6O5P2S2 (ωB97M-V/def2-TZVPD, OMol25).

Each line ends with the Mulliken charge.
Geometry (Å):
C: -1.74 1.09 -1.29  -0.609
C: -2.07 1.02 -2.92  0.153
C: -1.38 2.22 -3.79  -0.890
C: -1.79 3.74 -3.30  -0.036
C: -3.38 4.10 -3.47  -0.639
C: -4.05 4.80 -2.11  -0.548
C: -4.57 3.68 -1.03  -0.028
C: -4.08 3.92 0.52  -0.865
C: -2.54 4.44 0.70  0.066
C: -1.86 4.11 2.16  -0.594
C: -0.24 4.48 2.00  -0.146
C: 0.28 5.61 3.08  -0.630
C: 1.88 5.95 2.94  -0.745
C: 2.88 4.69 3.28  -0.229
C: 2.20 3.48 4.16  -0.221
C: 3.36 2.70 5.07  -0.275
C: 2.72 1.18 5.34  -0.671
C: 3.92 0.26 6.02  -0.327
C: 3.41 -1.30 5.92  -0.774
C: 3.78 -2.01 4.48  0.089
O: 4.38 -3.33 4.78  -0.391
S: 3.93 -4.34 3.45  0.687
O: 5.22 -4.45 2.59  -0.570
O: 3.54 -5.85 4.14  -0.283
C: 3.15 -6.84 3.08  -0.386
S: 1.41 -6.40 2.52  -0.069
C: 0.48 -8.04 2.50  -0.401
C: -0.94 -7.93 1.67  -0.885
H: -2.72 1.26 -0.64  0.033
H: -0.89 1.87 -1.05  0.082
H: -1.34 0.02 -0.96  0.334
H: -1.57 0.00 -3.29  0.307
H: -3.24 0.92 -3.13  -0.044
H: -1.74 2.14 -4.93  0.267
H: -0.19 2.15 -3.80  0.244
H: -1.17 4.48 -4.01  0.338
H: -1.35 3.91 -2.22  -0.069
H: -3.44 4.93 -4.32  0.333
H: -4.06 3.17 -3.73  0.238
H: -5.03 5.34 -2.52  0.327
H: -3.38 5.65 -1.67  0.243
H: -5.76 3.71 -1.02  0.331
H: -4.27 2.62 -1.44  -0.183
H: -4.78 4.65 1.14  0.314
H: -4.15 2.86 1.06  0.238
H: -1.88 3.86 -0.11  -0.250
H: -2.43 5.58 0.44  0.324
H: -2.30 4.73 3.05  0.325
H: -1.96 2.94 2.37  0.260
H: 0.39 3.49 1.98  0.020
H: -0.09 4.97 0.92  0.228
H: -0.31 6.62 2.86  0.327
H: -0.06 5.25 4.14  0.300
H: 2.08 6.36 1.86  0.318
H: 2.10 6.86 3.69  0.247
H: 3.37 4.29 2.27  0.019
H: 3.77 5.12 3.93  0.341
H: 1.39 3.84 4.94  0.189
H: 1.70 2.63 3.52  0.024
H: 4.30 2.55 4.40  0.018
H: 3.60 3.27 6.07  0.330
H: 1.78 1.21 6.03  0.338
H: 2.41 0.68 4.33  0.245
H: 3.95 0.56 7.16  0.319
H: 4.91 0.48 5.44  0.158
H: 2.24 -1.33 6.05  0.237
H: 3.91 -1.95 6.78  0.320
H: 4.56 -1.38 3.85  -0.183
H: 2.76 -2.16 3.89  0.413
H: 3.22 -7.93 3.56  0.269
H: 3.91 -6.68 2.19  0.336
H: 0.19 -8.37 3.61  0.285
H: 1.19 -8.84 2.01  0.297
H: -1.74 -7.29 2.28  0.251
H: -0.75 -7.33 0.66  0.262
H: -1.37 -9.00 1.45  0.288
O: -5.18 -1.81 -2.37  -0.733
P: -5.72 -2.98 -3.23  0.816
N: -5.80 -1.99 -4.64  0.140
C: -6.76 -2.07 -5.74  -0.815
C: -4.49 -1.65 -5.21  -1.162
N: -7.25 -2.91 -2.42  0.212
C: -8.40 -2.20 -2.95  -1.156
C: -7.19 -2.64 -0.98  -1.090
N: -6.34 -4.32 -4.22  -0.034
C: -7.27 -5.30 -3.62  -0.931
C: -5.20 -5.11 -4.71  -1.070
H: -6.61 -2.96 -6.36  0.277
H: -6.67 -1.20 -6.40  0.376
H: -7.79 -2.05 -5.41  0.170
H: -4.12 -2.44 -5.87  0.337
H: -3.74 -1.48 -4.43  0.297
H: -4.54 -0.72 -5.79  0.381
H: -8.17 -1.15 -3.17  0.287
H: -9.25 -2.22 -2.26  0.418
H: -8.78 -2.69 -3.85  0.303
H: -7.07 -1.57 -0.77  0.323
H: -6.36 -3.18 -0.51  0.317
H: -8.10 -2.98 -0.47  0.342
H: -6.88 -5.68 -2.67  0.340
H: -7.42 -6.15 -4.29  0.362
H: -8.27 -4.89 -3.47  0.260
H: -4.69 -5.62 -3.87  0.374
H: -4.45 -4.49 -5.21  0.262
H: -5.51 -5.87 -5.44  0.393
O: 4.06 1.81 -0.76  -0.767
P: 5.06 0.66 -0.45  0.899
N: 5.82 1.56 0.81  0.168
C: 7.22 1.52 1.21  -0.835
C: 5.00 1.71 2.02  -1.406
N: 5.90 0.95 -1.93  0.243
C: 7.11 1.75 -2.01  -1.168
C: 5.06 1.30 -3.09  -1.065
N: 6.20 -0.66 -0.10  0.113
C: 6.71 -1.49 -1.20  -0.972
C: 5.54 -1.61 0.82  -0.833
H: 7.48 0.58 1.71  0.267
H: 7.44 2.33 1.91  0.342
H: 7.91 1.67 0.39  0.149
H: 5.09 0.84 2.67  0.303
H: 3.94 1.84 1.77  0.336
H: 5.30 2.60 2.58  0.548
H: 6.97 2.75 -1.59  0.288
H: 7.46 1.86 -3.05  0.419
H: 7.94 1.25 -1.51  0.295
H: 4.78 2.36 -3.08  0.309
H: 4.14 0.69 -3.10  0.323
H: 5.58 1.10 -4.03  0.335
H: 5.90 -1.85 -1.85  0.373
H: 7.25 -2.37 -0.82  0.346
H: 7.44 -0.96 -1.81  0.290
H: 4.70 -2.12 0.33  0.396
H: 5.14 -1.11 1.71  -0.210
H: 6.24 -2.37 1.19  0.538

The HOMO energy comes out at -0.29011 Ha. The charge is 0. The value obtained for the LUMO energy is -1.106 eV. The HOMO-LUMO gap is 0.2494 Ha. Its multiplicity is 1. Its molar mass is 795.2 u. Its total energy is -97065.8642 eV.